A structure of composition C5H8O. Source: the Open Molecules 2025 dataset; level of theory: the ωB97M-V functional and the def2-TZVPD basis.

Geometry as XYZ:
```
14
Properties=species:S:1:pos:R:3:nbo_charge:R:1
C -1.252 -0.604 -0.583 -0.64
C -0.645 0.641 -0.505 -0.06
C 0.036 1.321 0.659 -0.44
C 1.191 0.475 0.207 -0.30
C 1.185 -0.832 0.632 0.20
O 1.017 -1.790 -0.248 -0.66
H -1.521 -1.137 0.330 0.22
H -1.833 -0.828 -1.474 0.24
H 0.007 -1.486 -0.686 0.43
H -0.531 1.174 -1.451 0.21
H -0.361 1.026 1.635 0.22
H 0.115 2.406 0.566 0.22
H 1.612 0.686 -0.771 0.22
H 0.978 -1.054 1.689 0.14
```

Its HOMO-LUMO gap is 9.168 eV. For the largest force on an atom, the calculation gives 0.0139 Eh/bohr. The calculation puts the electronic energy at -7358.446 eV. As for the charge: 0. The spin multiplicity is 1.